1.
A 2-piece molecular cluster, C24H27F6O3S overall at a distorted geometry, computed with ωB97M-V/def2-TZVPD.

Structure (XYZ):
```
61
Properties=species:S:1:pos:R:3:mulliken_charge:R:1
C 2.277 2.319 -2.763 -1.747
C 3.066 1.983 -1.494 2.192
C 4.175 0.999 -1.862 -2.090
C 3.717 3.279 -0.994 -1.734
C 2.134 1.402 -0.390 -0.439
C 2.380 0.210 0.243 -0.627
C 1.585 -0.275 1.353 0.327
C 1.954 -1.440 2.050 -0.833
C 0.963 -2.228 2.780 0.840
F 1.346 -3.539 2.950 -0.286
F 0.603 -1.758 4.038 -0.224
F -0.240 -2.295 2.054 -0.299
C 0.383 0.465 1.656 -0.488
C 0.082 1.668 1.088 -0.637
C -1.134 2.511 1.562 2.169
C -0.636 3.822 2.181 -1.695
C -1.956 1.761 2.608 -2.138
C -2.044 2.857 0.379 -1.718
C 0.980 2.215 0.053 1.695
O 0.790 3.367 -0.409 -0.787
H 1.515 3.067 -2.536 0.353
H 2.961 2.726 -3.516 0.459
H 1.799 1.421 -3.167 0.355
H 4.806 0.766 -0.997 0.393
H 3.760 0.070 -2.270 0.411
H 4.816 1.446 -2.631 0.415
H 4.299 3.093 -0.086 0.373
H 4.382 3.675 -1.768 0.462
H 2.941 4.018 -0.780 0.365
H 3.180 -0.453 -0.106 0.491
H 2.852 -1.975 1.775 0.273
H -0.301 0.007 2.366 0.587
H -0.094 4.400 1.428 0.360
H -1.487 4.412 2.537 0.451
H 0.031 3.616 3.025 0.350
H -2.359 0.828 2.199 0.425
H -1.356 1.537 3.497 0.413
H -2.802 2.377 2.929 0.407
H -2.414 1.943 -0.096 0.352
H -2.898 3.446 0.731 0.455
H -1.485 3.445 -0.353 0.350
F 2.847 -4.282 7.196 -0.237
C 2.955 -2.939 7.149 0.534
F 1.723 -2.410 7.049 -0.201
F 3.498 -2.521 8.318 -0.225
S 4.053 -2.442 5.699 0.900
C 3.767 -0.725 5.622 -0.705
C 4.750 0.105 5.053 1.123
C 4.845 1.471 5.482 -0.725
C 5.677 2.369 4.818 -0.318
C 6.503 1.934 3.765 -0.585
C 6.507 0.573 3.431 -0.659
C 5.682 -0.339 4.078 -0.562
O 5.368 -2.723 6.226 -0.655
O 3.573 -3.102 4.502 -0.559
H 3.319 -0.365 6.547 0.302
H 4.255 1.788 6.347 0.265
H 5.680 3.431 5.099 0.333
H 7.123 2.647 3.211 0.335
H 7.164 0.218 2.638 0.352
H 5.746 -1.397 3.849 0.307
```

## Properties
net charge	-1
HOMO	-3.20	eV
Kohn-Sham gap	3.906	eV
maximum force	3.64	eV/A

2.
A 8-piece molecular cluster, C31H62O15 overall at a distorted geometry, computed with ωB97M-V/def2-TZVPD.

Structure (XYZ):
```
108
Properties=species:S:1:pos:R:3:mulliken_charge:R:1
O -46.611 -16.611 61.688 -0.575
C -46.187 -15.922 62.535 0.473
O -46.924 -15.099 63.211 -0.161
C -48.345 -15.086 63.145 -0.229
C -48.953 -14.004 63.854 -1.326
C -44.694 -15.684 62.780 -0.285
H -48.676 -16.117 63.454 0.303
H -48.740 -14.994 62.174 0.331
H -49.101 -13.042 63.516 0.357
H -48.481 -13.912 64.782 0.347
H -49.978 -14.275 63.841 0.394
H -44.165 -14.919 62.039 0.132
H -44.129 -16.561 62.593 0.491
H -44.551 -15.543 63.874 -0.194
O -48.665 -9.942 61.618 -0.532
C -47.824 -9.118 61.679 0.792
O -47.070 -8.564 60.677 -0.278
C -47.088 -9.241 59.425 -0.510
C -46.253 -8.467 58.479 -1.297
C -47.572 -8.331 63.041 -1.289
H -48.129 -9.155 59.185 0.486
H -46.919 -10.169 59.423 0.546
H -46.372 -7.529 58.670 0.429
H -46.627 -8.728 57.474 0.364
H -45.170 -8.689 58.420 0.243
H -46.642 -8.071 63.525 0.317
H -48.134 -8.845 63.794 0.390
H -47.999 -7.377 62.957 0.408
O -40.633 -8.730 63.472 -0.491
C -40.718 -8.282 62.379 0.721
O -41.437 -8.924 61.380 -0.367
C -42.191 -10.135 61.681 0.542
C -43.221 -10.294 60.532 -2.450
C -40.100 -7.111 61.798 -1.125
H -42.780 -9.945 62.544 -0.011
H -41.348 -10.866 61.789 0.230
H -43.654 -11.207 60.532 0.565
H -42.778 -10.207 59.661 0.893
H -43.825 -9.479 60.505 0.521
H -40.858 -6.713 60.954 0.302
H -39.120 -7.365 61.293 0.272
H -39.717 -6.610 62.687 0.356
O -38.159 -18.452 63.313 -0.479
C -38.839 -17.862 62.590 0.657
O -38.878 -16.575 62.253 -0.281
C -38.074 -15.683 63.100 -0.385
C -38.398 -14.276 62.828 -0.497
C -40.047 -18.564 61.910 -1.032
H -37.085 -15.641 62.922 0.336
H -38.192 -15.932 64.156 0.327
H -38.219 -13.863 61.641 0.257
H -37.849 -13.630 63.626 0.251
H -39.432 -14.134 63.113 -0.057
H -39.974 -19.329 61.122 0.307
H -40.702 -17.897 61.491 0.345
H -40.605 -19.076 62.759 0.261
O -45.553 -13.570 66.869 -0.627
C -44.408 -13.464 67.356 0.791
O -43.798 -12.492 67.969 -0.226
C -44.578 -11.209 68.154 0.163
C -43.817 -10.384 69.127 -1.559
C -43.389 -14.662 67.193 -0.706
H -45.546 -11.481 68.502 0.468
H -44.504 -10.818 67.158 0.003
H -44.095 -9.416 69.026 0.524
H -42.774 -10.481 68.874 0.261
H -44.038 -10.784 70.105 0.387
H -42.399 -14.184 67.040 0.177
H -43.607 -15.075 66.304 0.025
H -43.425 -15.294 68.105 0.349
O -42.117 -13.748 64.096 -0.674
C -42.268 -12.601 64.576 0.084
O -43.243 -11.773 64.256 0.160
C -44.298 -12.224 63.423 -0.051
C -45.245 -11.107 63.283 -3.693
C -41.180 -12.082 65.481 0.143
H -45.004 -12.879 63.871 0.572
H -43.855 -12.716 62.580 0.250
H -45.634 -10.749 63.978 1.548
H -45.919 -11.523 62.660 0.690
H -45.112 -10.202 62.768 0.645
H -41.556 -12.039 66.506 -0.501
H -41.029 -11.066 65.182 0.159
H -40.159 -12.481 65.527 0.412
O -40.926 -4.318 67.938 -0.537
C -42.062 -4.752 67.985 0.551
O -42.495 -6.010 67.436 -0.269
C -41.566 -6.876 66.758 -0.368
C -42.297 -8.209 66.452 -0.142
C -43.209 -3.961 68.562 -0.829
H -40.603 -7.100 67.343 0.255
H -41.266 -6.331 65.834 0.247
H -41.564 -9.016 66.131 -0.082
H -42.995 -8.225 65.675 0.458
H -42.713 -8.569 67.421 -0.072
H -44.152 -4.453 68.300 0.275
H -43.023 -2.844 68.315 0.271
H -43.092 -4.186 69.696 0.244
C -39.432 -11.878 68.710 -0.903
C -38.723 -10.738 67.983 0.954
O -39.021 -9.541 68.245 -0.594
C -37.623 -11.108 66.963 -1.109
H -40.338 -11.922 68.136 -0.078
H -39.510 -11.660 69.747 0.390
H -38.992 -12.729 68.654 0.556
H -37.134 -11.950 67.368 0.379
H -37.007 -10.210 66.846 0.370
H -37.960 -11.174 65.852 0.158
```

## Properties
relative energy (zero: lowest compared OMol25 entry of this formula, charge and spin)	0.0	kJ/mol
net charge	0
HOMO	-9.90	eV
Kohn-Sham gap	10.254	eV
SMILES string	CCOC(C)=O.CCOC(C)=O.CCOC(C)=O.CCOC(C)=O.CCOC(C)=O.CCOC(C)=O.CCOC(C)=O.CC(C)=O
maximum force	14.16	eV/A

3.
A 2-piece molecular cluster, CH4O4Si overall at a distorted geometry, computed with ωB97M-V/def2-TZVPD.

Structure (XYZ):
```
10
Properties=species:S:1:pos:R:3:mulliken_charge:R:1
C 0.622 -0.051 1.855 0.053
O 0.290 -0.107 2.998 -0.387
O -0.538 -1.315 -0.514 -0.367
O -1.970 0.905 -0.137 -0.473
O 1.086 1.476 -0.620 -0.820
Si -0.669 0.005 0.244 0.672
H 1.615 0.183 1.488 0.364
H -1.088 -2.043 -0.739 0.359
H -1.728 1.692 -0.669 0.364
H 1.509 1.092 -1.413 0.235
```

## Properties
relative energy (zero: lowest compared OMol25 entry of this formula, charge and spin)	334.6	kJ/mol
net charge	0
HOMO	-9.25	eV
Kohn-Sham gap	9.031	eV
maximum force	6.15	eV/A

4.
A 2-piece molecular cluster, C5H8NOS overall at a distorted geometry, computed with ωB97M-V/def2-TZVPD.

Structure (XYZ):
```
16
Properties=species:S:1:pos:R:3:mulliken_charge:R:1
C -1.555 -0.852 -0.372 -0.853
C -2.868 -1.253 -0.317 -0.141
C -2.588 1.090 0.548 -0.536
C -1.433 0.417 0.231 0.723
C -0.109 1.038 0.399 -0.152
N 3.704 -0.334 -0.353 -0.508
O 0.984 0.522 0.143 -0.570
S -3.873 0.060 0.233 -0.073
H -0.753 -1.493 -0.583 0.367
H -3.381 -2.183 -0.487 0.439
H -2.543 2.046 0.941 0.436
H -0.177 2.002 0.841 0.364
H 4.704 -0.582 -0.553 0.359
H 3.455 -0.012 0.598 0.391
H 3.013 -1.040 -0.463 0.354
H 3.420 0.575 -0.806 0.400
```

## Properties
relative energy (zero: lowest compared OMol25 entry of this formula, charge and spin)	62.0	kJ/mol
net charge	+1
HOMO	-12.30	eV
Kohn-Sham gap	8.504	eV
maximum force	2.98	eV/A